Entry 1:
DFT (ωB97M-V with the def2-TZVPD basis set) results for 5 unconnected molecules or ions with the total composition C17H35NO10S4 at a distorted geometry.

XYZ file:
```
67
Properties=species:S:1:pos:R:3:lowdin_charge:R:1
C 1.349 0.949 -0.174 0.03
N 0.749 -0.302 -0.561 -0.42
O 0.386 -0.448 -1.698 0.08
O 0.429 -1.151 0.295 0.03
H 1.620 1.715 -0.901 0.10
H 2.350 0.588 0.059 0.10
H 0.701 1.446 0.548 0.10
O 4.220 -0.112 -2.267 -0.36
S 4.805 1.205 -2.458 0.73
O 4.365 2.343 -1.528 -0.38
C 6.654 0.910 -2.410 -0.14
C 7.057 1.029 -4.034 -0.17
C 6.096 2.064 -4.682 -0.23
C 4.720 1.612 -4.204 -0.24
H 6.841 -0.046 -1.920 0.08
H 7.153 1.694 -1.841 0.09
H 8.125 1.129 -4.223 0.10
H 6.965 0.179 -4.710 0.10
H 6.397 2.100 -5.729 0.11
H 6.202 3.122 -4.444 0.11
H 4.382 0.649 -4.588 0.10
H 3.953 2.365 -4.384 0.11
O -1.952 0.389 1.465 -0.34
S -2.182 1.424 2.452 0.66
O -1.827 2.752 2.129 -0.32
C -3.951 1.371 3.004 -0.20
C -4.034 0.305 4.095 -0.24
C -2.839 0.520 5.049 -0.20
C -1.583 0.843 4.163 -0.16
H -4.416 1.168 2.039 0.10
H -4.124 2.292 3.560 0.10
H -4.947 0.200 4.682 0.11
H -4.002 -0.701 3.678 0.11
H -2.691 -0.231 5.826 0.11
H -3.186 1.426 5.547 0.10
H -0.984 -0.063 4.066 0.07
H -1.125 1.778 4.488 0.09
O -5.017 3.461 -3.404 -0.32
S -3.870 2.884 -3.924 0.70
O -2.929 3.692 -4.742 -0.36
C -2.960 2.245 -2.400 -0.19
C -2.942 0.729 -2.510 -0.22
C -4.073 0.056 -3.423 -0.17
C -4.326 1.127 -4.595 -0.18
H -3.357 2.545 -1.430 0.10
H -1.977 2.704 -2.512 0.09
H -2.024 0.324 -2.935 0.09
H -2.946 0.155 -1.584 0.10
H -5.026 -0.145 -2.934 0.09
H -3.820 -0.914 -3.851 0.10
H -5.322 1.228 -5.026 0.08
H -3.769 0.817 -5.479 0.08
O -1.536 -2.678 5.035 -0.38
S -1.192 -3.698 4.000 0.74
O -2.267 -4.465 3.395 -0.33
C -0.312 -2.647 2.762 -0.23
C 0.812 -3.520 2.260 -0.24
C 1.341 -4.526 3.319 -0.20
C 0.249 -4.819 4.362 -0.20
H 0.142 -1.930 3.445 0.09
H -1.138 -2.327 2.126 0.10
H 0.532 -4.080 1.367 0.12
H 1.631 -2.828 2.063 0.10
H 2.095 -3.873 3.757 0.11
H 1.793 -5.395 2.842 0.12
H 0.572 -4.776 5.402 0.10
H -0.040 -5.861 4.226 0.09
```

Results
- net charge = 0
- maximum force (eV/A) = 5.66
- orbital gap (eV) = 10.4
- DFT total energy (eV) = -83494.3643
- E_HOMO (eV) = -9.88
- structure (SMILES) = C[N+](=O)[O-].O=S1(=O)CCCC1.O=S1(=O)CCCC1.O=S1(=O)CCCC1.O=S1(=O)CCCC1



Entry 2:
DFT (ωB97M-V with the def2-TZVPD basis set) results for a single C8H13BrO2 molecule at a distorted geometry.

XYZ file:
```
24
Properties=species:S:1:pos:R:3:lowdin_charge:R:1
C 1.112 -0.033 1.559 -0.02
C 0.644 -0.991 0.451 -0.29
C 0.181 -2.328 0.936 -0.10
C 0.824 -0.781 -1.050 -0.20
C 1.410 0.480 -1.546 -0.11
O 0.630 1.600 -0.963 -0.06
C -0.773 1.082 -0.765 -0.60
C -1.384 1.740 0.451 0.00
O -1.588 1.433 -1.841 0.01
C -0.574 -0.382 -0.687 -0.62
Br -2.149 -1.396 -0.760 0.88
H 1.533 0.835 1.282 0.04
H 1.951 -0.572 2.030 0.10
H 0.300 -0.043 2.246 0.08
H -0.854 -2.313 1.078 -0.01
H 0.659 -2.585 1.864 0.08
H 0.415 -3.051 0.188 0.08
H 0.904 -1.634 -1.731 0.16
H 2.369 0.658 -1.123 0.12
H 1.444 0.543 -2.600 0.12
H -2.412 1.675 0.478 0.05
H -1.322 2.821 0.525 0.10
H -0.935 1.412 1.401 0.09
H -2.387 1.830 -1.425 0.11
```

Results
- net charge = 0
- maximum force (eV/A) = 4.88
- orbital gap (eV) = 9.4
- DFT total energy (eV) = -82641.9320
- E_HOMO (eV) = -8.62
- relative energy (zero: lowest compared OMol25 entry of this formula, charge and spin) (kcal/mol) = 7.7
- structure (SMILES) = CC1(C)[C@@H]2CO[C@@](C)(O)[C@@]21Br



Entry 3:
DFT (ωB97M-V with the def2-TZVPD basis set) results for a molecular structure, C3H5FeO4 at a distorted geometry.

XYZ file:
```
13
Properties=species:S:1:pos:R:3:lowdin_charge:R:1
O 0.588 -1.802 -0.441 0.06
C -0.560 -1.128 -0.454 -0.61
C 1.750 -0.991 -0.175 -0.12
O -1.650 -1.608 -0.550 0.16
O -0.273 0.186 -0.394 -0.19
C 1.253 0.343 -0.685 -0.03
H 2.059 -1.501 0.749 0.14
H 2.912 -0.889 -0.405 0.17
H 1.332 0.551 -1.756 0.14
H 1.665 1.209 -0.163 0.12
O 0.167 1.354 2.202 -0.49
H 0.153 1.827 3.035 -0.05
Fe -1.215 1.519 0.963 0.68
```

Results
- net charge = 0
- maximum force (eV/A) = 3.44
- orbital gap (spin up / spin down) (eV) = 6.6 / 9.3
- DFT total energy (eV) = -45764.7127
- ⟨S²⟩ = 8.756
- 2S+1 = 6
- E_HOMO (spin up / spin down) (eV) = -6.21 / -9.40
- relative energy (zero: lowest compared OMol25 entry of this formula, charge and spin) (kcal/mol) = 53.0



Question: Which value of net charge does entry 2 give?
Answer: 0



Copy entry 2 word for word.
DFT (ωB97M-V with the def2-TZVPD basis set) results for a single C8H13BrO2 molecule at a distorted geometry.

XYZ file:
```
24
Properties=species:S:1:pos:R:3:lowdin_charge:R:1
C 1.112 -0.033 1.559 -0.02
C 0.644 -0.991 0.451 -0.29
C 0.181 -2.328 0.936 -0.10
C 0.824 -0.781 -1.050 -0.20
C 1.410 0.480 -1.546 -0.11
O 0.630 1.600 -0.963 -0.06
C -0.773 1.082 -0.765 -0.60
C -1.384 1.740 0.451 0.00
O -1.588 1.433 -1.841 0.01
C -0.574 -0.382 -0.687 -0.62
Br -2.149 -1.396 -0.760 0.88
H 1.533 0.835 1.282 0.04
H 1.951 -0.572 2.030 0.10
H 0.300 -0.043 2.246 0.08
H -0.854 -2.313 1.078 -0.01
H 0.659 -2.585 1.864 0.08
H 0.415 -3.051 0.188 0.08
H 0.904 -1.634 -1.731 0.16
H 2.369 0.658 -1.123 0.12
H 1.444 0.543 -2.600 0.12
H -2.412 1.675 0.478 0.05
H -1.322 2.821 0.525 0.10
H -0.935 1.412 1.401 0.09
H -2.387 1.830 -1.425 0.11
```

Results
- net charge = 0
- maximum force (eV/A) = 4.88
- orbital gap (eV) = 9.4
- DFT total energy (eV) = -82641.9320
- E_HOMO (eV) = -8.62
- relative energy (zero: lowest compared OMol25 entry of this formula, charge and spin) (kcal/mol) = 7.7
- structure (SMILES) = CC1(C)[C@@H]2CO[C@@](C)(O)[C@@]21Br